{
  "formula": "C47H74BrGeMnNO9PSSi2",
  "method": "ωB97M-V/def2-TZVPD",
  "spin_multiplicity": 2,
  "charge": -1,
  "total_energy_ha": -9687.9849,
  "homo_lumo_gap_ha": [0.2125, 0.2094],
  "s2": 0.772,
  "elements": ["Mn", "C", "Si", "C", "C", "N", "C", "C", "C", "C", "C", "C", "O", "C", "C", "C", "C", "C", "C", "H", "H", "H", "H", "H", "H", "H", "H", "H", "H", "H", "H", "H", "H", "H", "H", "H", "H", "O", "S", "O", "O", "O", "Ge", "C", "C", "C", "C", "C", "C", "C", "C", "C", "C", "C", "C", "H", "H", "H", "H", "H", "H", "H", "H", "H", "H", "H", "C", "C", "C", "C", "O", "P", "O", "O", "O", "C", "C", "C", "C", "H", "H", "H", "H", "H", "H", "H", "H", "H", "H", "H", "H", "H", "H", "H", "H", "H", "H", "C", "C", "C", "C", "Si", "Br", "C", "C", "C", "C", "C", "C", "C", "C", "H", "H", "H", "H", "H", "H", "H", "H", "H", "H", "H", "H", "H", "H", "H", "H", "H", "H", "H", "H", "H", "H", "H", "H", "H", "H", "H"],
  "coordinates": [[0.336, 0.696, 0.795], [2.729, 3.234, 2.508], [0.887, 3.093, 2.784], [0.419, 4.747, 3.585], [0.505, 1.804, 4.089], [0.065, 2.684, 1.318], [-0.828, 3.515, 0.688], [-1.746, 4.303, 1.425], [-2.689, 5.136, 0.858], [-2.810, 5.210, -0.520], [-1.953, 4.441, -1.287], [-0.975, 3.643, -0.706], [-0.158, 2.869, -1.539], [0.051, 3.401, -2.788], [0.610, 4.668, -2.937], [0.731, 5.220, -4.197], [0.282, 4.526, -5.319], [-0.228, 3.250, -5.166], [-0.327, 2.675, -3.903], [3.215, 3.713, 3.362], [2.951, 3.807, 1.606], [3.165, 2.243, 2.393], [1.198, 4.992, 4.311], [-0.529, 4.707, 4.123], [0.362, 5.563, 2.864], [0.860, 2.114, 5.076], [1.010, 0.868, 3.839], [-0.574, 1.631, 4.133], [-1.728, 4.202, 2.495], [-3.351, 5.708, 1.497], [-3.561, 5.828, -0.993], [-2.052, 4.454, -2.364], [0.926, 5.208, -2.054], [1.165, 6.206, -4.306], [0.346, 4.976, -6.301], [-0.547, 2.681, -6.031], [-0.689, 1.667, -3.777], [2.900, -0.073, 2.828], [2.434, -0.555, 1.549], [0.957, -0.963, 1.647], [2.271, 0.676, 0.581], [3.272, -1.569, 0.974], [2.652, 0.220, -1.645], [3.634, 1.898, -1.374], [4.601, 1.922, -0.365], [5.473, 2.994, -0.251], [5.389, 4.061, -1.132], [4.409, 4.069, -2.111], [3.535, 2.995, -2.224], [2.844, 0.029, -3.608], [3.625, -1.062, -3.992], [3.864, -1.349, -5.330], [3.329, -0.539, -6.317], [2.602, 0.585, -5.956], [2.370, 0.867, -4.616], [3.455, -0.975, -1.179], [4.678, 1.097, 0.328], [6.225, 2.992, 0.529], [6.082, 4.890, -1.051], [4.330, 4.904, -2.797], [2.780, 3.020, -2.996], [4.077, -1.680, -3.225], [4.463, -2.212, -5.598], [3.489, -0.774, -7.363], [2.214, 1.252, -6.717], [1.824, 1.758, -4.366], [0.729, -3.297, -5.092], [0.719, -3.429, -3.581], [2.004, -4.079, -3.079], [-0.477, -4.268, -3.135], [0.648, -2.049, -3.100], [0.234, -1.711, -1.605], [0.623, -2.765, -0.666], [0.743, -0.235, -1.350], [-1.349, -1.631, -1.629], [-2.357, -0.930, -2.397], [-2.109, -1.042, -3.898], [-2.445, 0.534, -1.977], [-3.649, -1.647, -2.033], [0.861, -4.278, -5.551], [1.539, -2.646, -5.405], [-0.210, -2.868, -5.442], [2.042, -5.116, -3.416], [2.037, -4.047, -1.992], [2.876, -3.552, -3.470], [-0.302, -5.304, -3.428], [-1.402, -3.929, -3.601], [-0.598, -4.226, -2.054], [-1.122, -0.669, -4.174], [-2.865, -0.455, -4.422], [-2.183, -2.074, -4.238], [-1.460, 0.930, -1.758], [-3.040, 0.645, -1.073], [-2.895, 1.130, -2.771], [-3.576, -2.706, -2.285], [-4.489, -1.205, -2.569], [-3.820, -1.558, -0.960], [-2.223, -3.201, 1.015], [-1.604, -3.550, 2.378], [-2.390, -4.723, 3.000], [-0.160, -4.000, 2.098], [-1.650, -2.095, 3.586], [-1.943, 0.270, 1.433], [-3.392, -1.500, 4.127], [-4.442, -1.674, 3.021], [-3.424, -0.010, 4.525], [-3.829, -2.344, 5.343], [-0.392, -2.144, 5.017], [-0.584, -3.480, 5.762], [-0.585, -0.981, 6.006], [1.068, -2.061, 4.536], [-2.199, -4.103, 0.395], [-1.639, -2.445, 0.505], [-3.249, -2.858, 1.078], [-2.359, -5.551, 2.288], [-3.437, -4.478, 3.181], [-1.965, -5.073, 3.939], [-0.189, -4.771, 1.324], [0.314, -4.428, 2.982], [0.452, -3.190, 1.709], [-4.176, -1.112, 2.131], [-5.393, -1.282, 3.395], [-4.601, -2.717, 2.754], [-3.231, 0.627, 3.668], [-2.715, 0.242, 5.305], [-4.426, 0.216, 4.903], [-3.847, -3.413, 5.132], [-4.843, -2.039, 5.616], [-3.195, -2.185, 6.211], [-1.578, -3.599, 6.189], [0.142, -3.504, 6.580], [-0.389, -4.337, 5.121], [-1.515, -1.054, 6.566], [-0.551, -0.014, 5.510], [0.236, -1.008, 6.727], [1.390, -2.962, 4.022], [1.711, -1.930, 5.411], [1.248, -1.224, 3.873]]
}